Computed, not measured: 13 unconnected molecules or ions with the total composition C47H105F3NO20S6, with ωB97M-V/def2-TZVPD.

## Properties
HOMO, eV: -6.64

```
! RIJCOSX wB97M-V def2-TZVPD def2/J DEFGRID3
* xyz -1 1
H 42.0546 -12.6260 12.2341
O 36.4331 -6.0558 17.3792
H 29.9981 -10.7963 16.5005
O 31.9440 -16.0614 11.6713
H 38.2064 -9.1096 11.0379
C 36.0606 -11.1582 9.3407
O 35.1311 -11.7036 8.3789
O 38.1967 -7.0778 15.5712
S 39.5277 -16.8554 10.8006
H 36.1031 -12.7013 10.8049
H 35.5509 -12.9450 15.3249
C 38.2116 -10.0807 17.4291
F 37.7455 -12.6646 13.2996
C 39.5246 -15.0628 15.5853
H 36.0695 -8.2875 14.3233
H 33.1891 -16.6843 16.2291
H 40.5531 -5.2001 14.0313
O 45.2132 -11.0335 12.3229
H 34.0086 -10.6160 14.5232
H 35.1038 -13.3385 12.8355
C 29.8169 -8.7120 15.8459
H 39.4428 -14.6156 16.5762
O 36.7082 -10.2385 14.5313
H 39.2406 -18.0547 14.3887
H 34.2263 -14.7039 10.7127
H 41.9231 -17.3609 10.6049
H 30.0186 -8.2196 14.8847
C 35.2616 -5.7937 16.5791
H 37.2264 -12.9912 9.3580
H 42.5488 -11.0466 12.9470
H 37.9128 -8.0772 18.0908
O 40.9561 -16.5847 17.2139
H 36.1288 -4.3329 13.3369
H 39.0350 -5.2750 15.9429
H 40.5421 -9.3772 12.4321
H 34.3539 -3.9306 15.7705
H 30.9985 -15.7756 16.9526
H 38.6726 -9.1186 9.3555
H 40.3219 -10.6920 8.6887
C 35.5602 -12.8884 16.4233
C 34.4275 -9.6673 14.8590
H 40.0636 -6.7235 17.4008
H 34.4154 -8.0449 11.9028
H 37.5503 -5.1692 11.3564
C 31.7728 -13.8604 13.2445
C 41.3114 -16.5977 11.0776
C 35.1561 -4.3001 16.4160
H 38.3491 -8.8320 20.1125
H 43.5609 -12.2343 14.8637
H 35.3760 -6.3398 15.6363
H 39.4372 -7.9603 10.4524
H 32.9150 -12.0701 13.1184
C 36.7563 -12.2843 10.0386
H 41.3370 -6.2326 16.2985
H 36.3607 -8.9580 17.9518
H 35.2325 -15.5487 16.3077
C 39.3075 -17.7610 15.4335
C 31.7889 -15.0971 16.6406
O 38.6169 -9.2332 13.7542
H 34.3782 -10.6481 10.7034
H 40.6031 -7.8834 16.1004
C 33.6752 -13.9831 11.3141
C 40.1909 -9.9461 10.6280
H 45.6400 -13.1774 13.5845
N 33.4680 -16.0117 18.1829
H 34.0613 -6.9072 10.5964
O 41.5743 -16.7078 14.7579
H 42.5050 -14.7785 10.9929
H 35.0509 -3.7969 17.3788
H 37.9779 -11.3026 20.8404
C 36.0853 -5.3214 12.8926
C 43.0411 -12.8422 14.1231
H 44.0969 -14.6291 14.7125
C 38.4689 -11.7157 13.9560
H 36.6000 -6.0735 13.4968
H 38.1318 -15.7054 14.0203
H 30.7448 -7.1247 16.8159
C 34.7068 -7.0965 11.4523
H 33.6669 -8.8961 14.7295
H 34.2320 -7.5183 17.4688
C 37.9978 -17.0044 15.7153
H 36.3246 -7.2259 10.0435
O 39.0168 -17.7061 11.8288
H 37.6547 -16.9506 16.7506
C 42.8114 -12.0906 12.8012
C 37.8449 -10.3234 13.6866
H 34.1515 -14.7444 15.1060
O 41.0840 -9.4527 11.6184
H 36.0792 -3.9443 15.9499
H 34.1642 -16.7520 18.2524
H 36.7633 -7.6125 11.7954
H 30.6846 -10.4801 14.9165
C 40.4394 -6.8475 16.3830
H 30.9069 -8.6072 17.7944
H 41.3797 -16.6770 12.1683
H 34.7623 -10.9861 7.8564
H 40.5056 -6.9764 13.8781
S 31.9573 -14.6190 11.5650
S 44.4042 -12.1855 11.9369
H 35.0556 -9.3039 9.8095
C 33.0525 -13.0896 13.4840
C 30.9149 -8.2047 16.7779
H 39.2496 -6.0248 13.2208
H 28.9593 -10.6174 15.1303
H 45.6410 -14.3349 12.3274
C 37.4086 -9.0275 18.2327
C 38.1623 -15.5885 15.1048
S 40.5736 -16.5605 15.8146
C 36.2030 -6.9929 11.0961
H 31.7376 -14.1467 17.1703
C 39.3280 -6.2250 15.4925
C 37.6832 -10.9303 19.8622
C 34.1574 -13.8762 12.7419
H 31.7077 -14.6909 13.9508
H 35.9357 -9.9726 11.1329
O 33.5924 -4.7416 12.2116
H 35.4559 -9.3645 13.0898
H 30.8096 -13.3566 13.2584
C 35.3070 -10.2583 10.2806
H 37.5028 -10.6865 16.8633
O 33.8493 -6.4803 13.9865
C 41.5675 -15.1803 10.6139
H 36.8475 -11.5213 19.4851
F 39.7398 -11.8528 13.5535
C 36.5214 -5.5312 11.4374
H 39.7191 -10.8936 10.9313
H 34.5834 -9.7728 15.9372
H 37.4666 -10.4110 12.6486
H 36.7219 -10.5005 8.7628
H 41.6059 -15.2781 9.5265
H 33.5668 -13.0427 10.7782
H 39.5035 -18.6153 16.0795
H 37.3697 -14.8933 15.3694
C 35.7270 -9.3106 14.1564
H 41.8084 -10.9132 9.5490
H 33.3306 -13.0553 14.5381
H 28.6489 -8.1569 17.2484
S 34.3304 -5.8526 12.7693
C 34.3514 -14.9078 16.1731
H 36.6655 -9.1090 20.3090
H 34.0227 -15.2173 18.5049
H 40.3635 -13.3166 10.7919
H 38.3302 -7.8333 14.9622
O 28.5276 -8.3370 16.3085
C 39.9133 -6.0824 14.0893
C 29.8620 -10.2076 15.5864
C 39.0594 -8.9822 10.3707
O 38.7999 -12.6830 18.1440
H 31.5750 -14.8732 15.5892
C 33.1820 -15.7289 16.7590
H 41.4194 -9.2870 8.9040
H 43.1589 -14.7868 13.2245
H 40.0453 -14.3482 14.9507
H 38.4373 -14.7447 10.3931
H 36.5825 -13.1769 16.6911
F 38.4459 -12.0616 15.2664
H 35.9991 -4.7897 10.8239
H 40.6929 -14.3038 12.2689
C 37.5240 -9.4215 19.7102
O 44.2560 -12.5237 10.5287
C 44.9762 -13.6571 12.8538
C 39.1267 -15.0992 11.1561
H 38.9181 -9.7841 16.6559
H 34.0370 -5.9328 18.3248
H 33.1815 -6.3120 16.8020
S 38.9674 -11.3263 18.6183
C 43.8330 -14.1327 13.7829
O 39.3166 -17.1445 9.3845
H 38.6902 -15.0679 12.1507
H 31.9187 -8.3283 16.3768
H 35.4109 -11.8363 16.6556
C 40.4529 -14.3188 11.2024
C 41.0166 -10.1840 9.3677
C 34.1146 -6.4407 17.3635
H 37.0431 -6.5032 16.7568
H 37.5816 -11.8356 10.6045
H 34.2961 -14.8406 13.2319
H 42.0732 -13.0886 14.5611
O 40.2806 -10.8574 19.0434
H 37.1658 -17.5115 15.2205
O 34.5501 -13.7380 16.9075
O 31.0854 -13.9383 10.6357
*
```

---

Computed, not measured: 8 unconnected molecules or ions with the total composition C47H106F2N8O7S2, with ωB97M-V/def2-TZVPD.

## Properties
HOMO (alpha / beta), eV: -16.06 / -16.95
Expectation value of S²: 0.755

```
! RIJCOSX wB97M-V def2-TZVPD def2/J DEFGRID3
* xyz 5 2
H -0.7708 2.6371 1.7852
C 4.0472 -2.3968 -4.1375
H -7.7634 0.9166 -0.1476
H 2.3725 -5.8376 -6.2859
H 0.2818 -6.6590 1.9304
H -2.0944 -5.4440 -2.0618
H -0.4430 1.4007 3.8061
H -7.2688 1.9705 1.0948
H 4.8729 4.0949 -1.7914
C 4.5990 -4.9372 -4.4107
S 1.9519 0.3703 -1.7110
H 2.7915 -3.6237 -5.9752
C -0.4063 3.4797 1.1977
H 4.3852 -2.4156 -5.1736
N -6.7784 -0.1323 1.4833
H 0.0542 0.6683 -3.6726
H 3.9509 -4.1177 -1.9746
C -1.7210 7.4091 1.9504
H 3.2687 -1.3615 2.2904
C -9.0495 0.8369 1.5911
H 1.5807 -6.0635 -4.7575
C 4.5125 1.3153 1.2270
S -0.0166 -0.7716 -1.2985
H 3.5771 -6.7653 -3.8341
H -9.4997 -1.0091 0.7526
H -0.0743 -6.8917 -0.5521
H 0.1268 4.5403 2.9655
C -2.3513 -7.4921 0.7039
C -9.1859 -0.6603 1.7365
H 2.1421 -5.9203 0.6609
H -4.4053 -1.6333 -1.7616
C -1.2379 6.6413 4.3964
H -1.1974 5.7318 4.9958
C 3.0069 -4.0136 -2.5096
C -5.8463 0.4358 2.5212
C 2.4929 -4.0801 -5.0315
H -1.1527 3.4980 0.4035
C -7.7751 -1.1381 2.1534
H 1.3996 -0.5819 -5.7514
N -2.0704 6.3549 3.0667
C -1.9267 7.7542 5.2049
H 6.0270 4.3961 3.3534
H -1.6510 6.8675 1.0071
H 8.0005 3.0707 0.1339
C -2.6168 -6.1569 -1.4238
H 2.0842 -0.8345 4.5864
C -4.0114 -5.5156 -1.2154
C 0.2425 -5.7107 1.3944
H -2.1158 2.3881 -4.4076
H 7.7293 2.5688 -1.5619
H 1.8325 -4.1973 0.6741
H -0.0397 5.5347 1.6679
H -6.4474 0.8746 3.3175
H -0.7344 7.8274 2.1494
H -4.1075 7.7675 5.3369
N 3.5388 -3.8483 -3.9453
H -4.3893 -3.7566 -0.2570
C 3.7570 -6.1768 -4.7337
O 1.6285 0.6608 1.9836
H 0.8131 -1.5349 3.8397
H 2.6072 3.3350 0.6973
C 7.3578 3.1804 -0.7396
H 3.1518 -1.7765 -4.0986
C -0.3140 0.7798 -5.7342
C 4.5053 3.7602 1.8858
H -2.0044 -7.4858 1.7372
H -4.1391 6.9551 2.9248
H 1.8146 -2.3682 2.1399
N -0.3744 1.3187 -4.3155
H -9.8289 1.2066 0.9248
N 5.4659 4.0394 0.8074
O 2.9402 -0.5450 -1.0769
H 2.4100 4.1647 2.2365
H 3.5885 1.3621 0.6506
H -3.3646 -0.2403 -1.7989
H 5.0506 2.3614 -2.3681
C -1.7310 1.6322 -3.7230
H -7.4816 -1.2180 3.2001
C -3.3232 7.8464 4.5841
F 2.8134 0.9694 -2.9483
H -1.9230 -8.2863 0.0924
H 6.4847 -0.6100 -4.1296
H -2.6795 4.7664 1.7834
C -3.4166 6.6604 3.6859
C 2.4499 -5.6006 -5.2248
H 2.2020 -4.9430 2.1730
H -3.4302 -7.6459 0.7248
H -4.9252 -5.1054 0.6292
H 5.6585 0.7400 -0.3966
H 1.4946 -3.7105 -4.7972
C 5.7708 1.5208 0.3556
H 3.9292 2.7524 -1.2841
H 5.2289 -4.6098 -5.2379
H -0.2712 -5.1875 -0.7124
H 5.1555 0.1818 -3.3883
C 5.8156 -0.6777 -3.2718
H 0.5876 0.9243 5.1007
H -9.1267 1.4286 2.5033
H 0.6101 3.3228 0.8366
H -3.8372 5.7926 4.1939
C -4.3903 -0.5546 -1.6055
H -2.3095 0.7122 -3.6390
H 6.3595 -0.5364 -2.3379
C -7.6958 0.9799 0.9385
C 4.9698 4.5434 3.1323
H -2.3081 4.2721 3.3141
C 5.1003 -2.0194 -3.1011
C 1.2808 0.3129 3.1117
H 4.8826 5.6141 2.9474
H -6.5413 -1.0995 -0.4266
H 0.2166 2.1184 -4.1383
H -5.5437 -1.8138 0.9371
H -5.2397 1.2816 2.1976
H -0.2003 6.9231 4.2170
H -4.1459 -4.8913 -2.0987
H 4.5214 4.2658 4.0862
H 5.2649 -5.1321 -3.5700
C -0.4533 -6.0151 -0.0268
C -2.6679 -4.9328 0.6945
C 0.6067 1.2593 4.0636
H 7.5164 4.2308 -0.9839
C 2.5586 -1.9822 2.8367
O 5.4635 5.4159 0.4296
H 6.7528 1.2583 0.7491
H 2.9316 -2.6875 3.5794
F -1.1213 -1.5555 -2.2044
C -0.5009 4.6369 2.0796
H -4.7692 -6.2989 -1.1989
C 4.5390 2.2861 2.3624
O -0.8907 0.2064 -0.5972
C 4.9528 3.0417 -1.5221
H 4.2336 -6.8940 -5.4020
C 0.3122 -0.6569 -5.7416
O -0.7943 1.3846 -6.7178
H -2.1072 7.4951 6.2481
H -2.4309 8.2248 1.8137
H 5.4723 2.1059 2.8958
C -5.9205 -0.9144 0.4500
H -1.4895 2.0806 -2.7594
H 2.4694 -3.0986 -2.2609
H 3.6811 2.0010 2.9713
H -0.0205 -1.2990 -6.5572
H -1.4940 8.7502 5.1107
N 1.6732 -1.0286 3.6845
H 2.3293 -4.8594 -2.6261
H -0.1366 -1.2629 -4.9544
N 0.8420 -0.1838 -2.5855
H -3.4177 8.8130 4.0893
C 3.0455 4.0861 1.3544
H -5.0835 0.8589 -0.1667
H -2.6278 -5.0549 1.7769
H -0.3310 -4.9841 1.9699
H -10.0671 -0.8774 2.3402
H -7.5874 -2.1804 1.8955
O 0.5560 -1.8063 -0.4789
C 1.6763 -5.1190 1.2345
C -4.7634 -0.1823 -0.1268
H -2.0398 -4.0961 0.3886
C 5.8706 2.9665 -0.2886
H 1.0327 2.2500 4.2226
H 4.7284 -2.0624 -2.0775
H -2.5107 -7.1685 -1.8156
C -1.9361 4.9616 2.5563
H 4.5337 0.2986 1.6194
O 1.7735 1.6197 -1.0665
H -5.0728 -0.0139 -2.2612
H 2.9316 5.0825 0.9274
N -2.0013 -6.1665 0.0474
H 5.8851 -2.7621 -2.9573
H -3.8842 -0.3131 0.5040
C -4.0637 -4.7452 0.0668
H -5.2472 -0.4138 2.8489
*
```

---

| no. | energy (eV) |
| --- | --- |
| 1 | -166045.588 |
| 2 | -103761.758 |